Entry 1:
ORCA calculation (ωB97M-V with the def2-TZVPD basis set) on C10H10Br2 as an isolated structure at a distorted geometry.

XYZ file:
```
22
Properties=species:S:1:pos:R:3:lowdin_charge:R:1
C -0.073 2.407 0.778 -0.091
C -0.088 2.415 -0.669 -0.118
C -0.121 1.180 1.352 -0.080
C 0.045 1.301 -1.430 -0.039
C -0.880 -2.089 -0.105 -0.170
C -0.492 -1.318 1.193 -0.165
C -0.361 -1.262 -1.315 -0.133
C 0.159 -0.057 0.757 -0.374
C 0.263 -0.007 -0.772 -0.419
C 1.588 -0.246 -0.059 -0.994
Br 2.880 1.212 -0.021 0.731
Br 2.372 -1.978 -0.018 0.791
H -0.248 3.205 1.400 0.081
H -0.398 3.386 -1.159 0.124
H -0.422 1.224 2.369 0.111
H 0.121 1.500 -2.450 0.098
H -0.257 -2.962 0.190 0.085
H -1.934 -2.174 -0.056 0.092
H -1.351 -0.927 1.826 0.134
H 0.209 -1.967 1.847 0.120
H 0.355 -1.746 -1.960 0.097
H -1.367 -1.097 -1.698 0.120
```

Computed properties:
Calculated total energy, Ha: -5534.868069
LUMO level (alpha / beta), eV: 0.57 / -2.12
Expectation value of S²: 2.0136
Spin multiplicity: 3
Gap between HOMO and LUMO (alpha / beta), eV: 6.1 / 7.4


Entry 2:
ORCA calculation (ωB97M-V with the def2-TZVPD basis set) on C10H10Br2LuN2 as an isolated structure.

XYZ file:
```
25
Properties=species:S:1:pos:R:3:lowdin_charge:R:1
Lu -0.292 -0.814 -1.915 1.673
Br -2.077 -0.510 -4.061 0.738
C -1.066 -1.854 -5.070 -0.830
Br 0.450 -2.528 -4.042 0.738
H -0.673 -1.361 -5.953 0.050
H -1.737 -2.687 -5.253 0.050
N 1.420 -1.339 -0.369 -0.030
C 1.227 -0.539 0.867 -0.231
C 2.066 -0.666 1.941 0.044
C 1.862 0.109 3.100 0.014
C 0.822 0.995 3.158 0.050
C -0.056 1.140 2.056 -0.111
C -1.140 2.041 2.063 0.104
C -1.973 2.154 0.966 0.022
C -1.714 1.358 -0.133 -0.087
N -0.693 0.478 -0.196 -0.145
C 0.151 0.361 0.899 -0.174
H 1.453 -2.331 -0.110 0.132
H 2.362 -1.154 -0.728 0.133
H 2.897 -1.363 1.909 0.146
H 2.535 -0.005 3.939 0.142
H 0.656 1.597 4.043 0.148
H -1.313 2.649 2.944 0.157
H -2.808 2.840 0.953 0.143
H -2.357 1.428 -1.008 0.122
```

Computed properties:
Calculated total energy, Ha: -6879.101564
LUMO level, eV: -12.59
Net charge: +3
Spin multiplicity: 1
Gap between HOMO and LUMO, eV: 6.4